A molecular structure, C27H62ClNNbO12 in a non-equilibrium geometry, computed with the ωB97M-V functional and the def2-TZVPD basis.

Calculated total energy = -69126.713 eV
Total charge = -1
Energy above the lowest of the compared OMol25 structures with the same formula, charge and spin = 0.000 eV
Frontier orbital gap = 6.63 eV
HOMO = -4.37 eV

Atoms and positions in Å:
C 4.19 4.40 1.41
C 3.00 4.07 1.93
Nb 1.12 4.15 0.75
O 0.16 4.67 2.42
C -0.72 3.90 -0.53
C -2.08 3.70 0.18
C -2.50 2.23 0.37
N -2.72 1.81 1.77
C 0.92 1.88 1.15
O 1.29 0.97 0.10
C 2.68 0.89 -0.07
C 1.41 6.33 0.02
C 1.71 6.81 -1.36
O 2.21 7.85 -1.66
Cl 1.27 5.74 -2.75
H 4.85 5.14 1.88
H 4.56 3.96 0.49
H 2.90 3.85 3.00
H 2.12 3.66 -0.68
H -0.41 3.96 2.73
H -0.61 3.06 -1.22
H -0.78 4.80 -1.15
H -2.15 4.22 1.15
H -2.84 4.17 -0.45
H -1.76 1.58 -0.09
H -3.45 2.09 -0.15
H -2.00 1.16 2.08
H -2.69 2.61 2.40
H 1.48 1.64 2.06
H -0.13 1.67 1.36
H 3.22 1.52 0.64
H 2.95 1.21 -1.08
H 3.01 -0.15 0.05
H 2.26 6.71 0.59
H 0.50 6.85 0.35
C -3.77 -3.92 5.14
O -2.45 -3.91 4.66
C -1.94 -5.15 4.21
C -1.38 -5.10 2.81
O -2.30 -4.82 1.77
C -2.89 -3.53 1.68
C -1.95 -2.39 1.36
O -1.02 -2.13 2.39
C 0.33 -2.03 1.99
H -3.80 -4.09 6.23
H -4.22 -2.95 4.93
H -4.38 -4.69 4.65
H -2.71 -5.93 4.27
H -1.12 -5.44 4.88
H -1.02 -6.11 2.59
H -0.51 -4.44 2.76
H -3.49 -3.30 2.56
H -3.58 -3.61 0.83
H -2.57 -1.49 1.21
H -1.43 -2.59 0.41
H 0.55 -2.63 1.11
H 0.95 -2.40 2.82
H 0.60 -0.98 1.81
C 6.16 -2.83 3.77
O 5.76 -3.82 2.86
C 4.38 -3.82 2.52
C 4.12 -3.78 1.03
O 4.55 -2.61 0.35
C 5.92 -2.31 0.23
C 6.74 -3.27 -0.61
O 6.87 -4.56 -0.04
C 6.57 -5.64 -0.88
H 6.12 -3.20 4.80
H 7.19 -2.56 3.54
H 5.55 -1.93 3.69
H 3.87 -2.98 3.00
H 3.93 -4.75 2.90
H 3.04 -3.78 0.91
H 4.49 -4.68 0.54
H 6.39 -2.14 1.20
H 5.94 -1.35 -0.30
H 7.75 -2.84 -0.70
H 6.31 -3.33 -1.62
H 5.83 -5.37 -1.65
H 6.14 -6.44 -0.27
H 7.47 -6.02 -1.37
C -5.34 -0.70 -5.77
O -5.79 0.59 -5.45
C -6.28 0.77 -4.14
C -5.62 1.91 -3.39
O -4.24 1.77 -3.12
C -3.30 1.80 -4.17
C -3.18 3.10 -4.94
O -4.33 3.41 -5.69
C -4.83 4.72 -5.51
H -6.14 -1.30 -6.21
H -4.53 -0.60 -6.50
H -4.94 -1.22 -4.90
H -6.17 -0.16 -3.56
H -7.35 0.99 -4.20
H -6.09 1.93 -2.40
H -5.85 2.87 -3.86
H -3.43 0.95 -4.85
H -2.34 1.65 -3.68
H -2.33 2.98 -5.63
H -2.93 3.90 -4.24
H -4.61 5.11 -4.52
H -5.92 4.68 -5.63
H -4.43 5.41 -6.27



7 unconnected molecules or ions with the total composition C27H62N10O10S2 in a non-equilibrium geometry, computed with the ωB97M-V functional and the def2-TZVPD basis.

Calculated total energy = -86044.669 eV
Energy above the lowest of the compared OMol25 structures with the same formula, charge and spin = 2.851 eV
Frontier orbital gap = 7.67 eV
HOMO = -8.07 eV
SMILES = CC(C)=N[C@@]1(S)C[C@H](O)OS(=O)(=O)[C@@H]1CC(N)(N)N.CNC(C)=O.CNC(C)=O.CNC(C)=O.CNC(C)=O.CNC(C)=O.CNC(C)=O

Atoms and positions in Å:
C -1.82 -3.50 -1.87
C -1.63 -2.36 -0.66
C -1.73 -3.01 0.88
N -1.50 -1.06 -0.97
C -0.07 -0.53 -0.93
S -0.37 1.30 -1.43
C 0.40 -0.40 0.63
C 1.48 -1.45 1.20
O 2.09 -0.80 2.41
O 2.62 -1.79 0.34
S 2.03 -2.59 -1.04
O 3.13 -3.25 -1.93
O 1.20 -3.82 -0.50
C 0.97 -1.30 -1.93
C 1.96 -0.37 -2.83
C 1.48 -0.21 -4.43
N 2.66 0.51 -5.10
N 0.28 0.68 -4.62
N 1.39 -1.57 -5.14
H -0.83 -4.07 -2.12
H -2.69 -4.26 -1.60
H -2.13 -2.91 -2.86
H -2.70 -3.71 0.88
H -0.80 -3.65 1.17
H -1.95 -2.14 1.65
H -1.40 1.25 -2.41
H 0.82 0.70 0.84
H -0.58 -0.48 1.30
H 0.91 -2.39 1.65
H 2.93 -0.36 2.04
H 0.31 -1.92 -2.71
H 2.24 0.69 -2.35
H 3.04 -0.89 -2.94
H 2.50 1.55 -5.03
H 2.72 0.20 -6.10
H 0.37 1.32 -5.44
H -0.55 0.05 -4.68
H 2.00 -2.20 -4.57
H 0.39 -1.88 -5.08
C -0.11 6.26 -5.89
N 0.46 4.96 -6.15
C 0.20 4.11 -7.18
C -0.81 4.53 -8.21
O 0.79 3.03 -7.25
H 0.70 6.99 -5.87
H -0.60 6.22 -4.91
H -0.85 6.55 -6.65
H 1.15 4.60 -5.50
H -0.91 3.75 -8.97
H -1.79 4.68 -7.73
H -0.49 5.45 -8.70
C -1.31 3.71 1.45
N -0.56 4.56 0.55
C -0.32 5.89 0.66
C -0.89 6.62 1.85
O 0.35 6.47 -0.20
H -0.64 2.92 1.80
H -2.13 3.26 0.88
H -1.71 4.25 2.30
H -0.14 4.14 -0.27
H -0.61 7.68 1.79
H -1.98 6.55 1.84
H -0.48 6.21 2.77
C 4.65 -7.66 -4.11
N 5.40 -6.81 -5.00
C 5.64 -5.47 -4.89
C 5.07 -4.74 -3.70
O 6.31 -4.90 -5.75
H 5.32 -8.45 -3.75
H 3.83 -8.11 -4.68
H 4.24 -7.11 -3.25
H 5.82 -7.22 -5.82
H 5.35 -3.68 -3.76
H 3.98 -4.81 -3.71
H 5.48 -5.16 -2.78
C -1.15 5.84 7.79
N -1.16 5.39 6.41
C -0.40 5.84 5.37
C 0.58 6.95 5.64
O -0.54 5.34 4.26
H -0.90 4.99 8.42
H -2.15 6.19 8.03
H -0.43 6.65 7.96
H -1.79 4.65 6.16
H 1.10 7.20 4.71
H 0.05 7.84 5.98
H 1.32 6.63 6.37
C -4.33 -0.24 5.14
N -4.32 1.20 5.14
C -3.70 2.04 6.03
C -2.92 1.43 7.16
O -3.80 3.26 5.88
H -3.90 -0.58 4.19
H -5.37 -0.57 5.20
H -3.76 -0.66 5.96
H -4.82 1.69 4.41
H -2.49 2.22 7.78
H -3.58 0.82 7.79
H -2.11 0.82 6.76
C -1.99 -8.16 2.22
N -1.98 -6.72 2.23
C -1.36 -5.88 3.12
C -0.58 -6.49 4.24
O -1.46 -4.66 2.97
H -1.56 -8.50 1.28
H -3.03 -8.49 2.29
H -1.42 -8.58 3.05
H -2.48 -6.23 1.50
H -0.15 -5.70 4.86
H -1.24 -7.10 4.87
H 0.23 -7.10 3.85